Molecular formula: CH4NO2
Method: DFT, the ωB97M-V functional and the def2-TZVPD basis

```
8
Properties=species:S:1:pos:R:3:forces:R:3:nbo_charge:R:1
C 1.0787 0.1888 -0.0071 1.5 4.2 2.9 -0.5443
N -0.1665 -0.2583 -0.1814 -3.4 -1.6 -0.1 0.2056
O -2.2841 -0.2378 0.0213 0.0 -2.3 -0.8 -0.2583
O -1.1632 0.5270 -0.0870 3.4 -0.8 0.2 0.1399
H 1.1070 1.2922 -0.1611 0.2 -0.4 0.9 0.2634
H 1.3805 -0.1696 1.1384 -0.9 0.9 -2.3 0.3775
H 1.8958 -0.1645 -0.5518 0.7 -1.8 -1.4 0.3170
H -1.8482 -1.1778 -0.1713 -1.6 1.8 0.5 0.4992
```
Positions in Å, forces in eV/Å.

Computed properties:
* strongest force on any atom: 5.336 eV Å⁻¹
* net charge: +1
* ΔE to the lowest compared entry with this formula, charge and spin: 179.9 kcal per mole
* electronic energy: -6672.0935 eV
* multiplicity: 1



Molecular formula: CH4NO2
Method: DFT, the ωB97M-V functional and the def2-TZVPD basis

```
8
Properties=species:S:1:pos:R:3:forces:R:3:nbo_charge:R:1
C -0.5389 0.2323 1.0986 1.4 -2.0 3.1 -0.5449
N -0.3426 -0.1093 -0.1700 2.4 -1.5 -6.1 0.2733
O 0.9136 -0.6459 -2.0523 -0.3 0.9 -1.5 -0.3322
O 0.8014 -0.6125 -0.6618 -1.3 2.3 3.8 0.0438
H 0.2262 0.1030 1.9330 -0.9 0.5 -1.3 0.2899
H -1.0773 1.1393 0.8871 -0.1 1.7 0.3 0.3691
H -1.5291 -0.2249 1.3677 0.3 -0.3 -0.1 0.3750
H 1.5468 0.1181 -2.4023 -1.4 -1.6 1.8 0.5261
```
Positions in Å, forces in eV/Å.

Computed properties:
* strongest force on any atom: 6.703 eV Å⁻¹
* net charge: +1
* ΔE to the lowest compared entry with this formula, charge and spin: 185.3 kcal per mole
* electronic energy: -6671.8586 eV
* multiplicity: 1



Molecular formula: CH4NO2
Method: DFT, the ωB97M-V functional and the def2-TZVPD basis

```
8
Properties=species:S:1:pos:R:3:forces:R:3:nbo_charge:R:1
C -0.3914 -0.3261 0.4564 2.0 -2.9 1.0 0.2321
N 0.7907 0.0807 -0.3066 -0.1 0.3 -0.3 -0.7298
O -1.8384 0.7383 0.0281 -2.5 0.0 -1.5 0.0371
O -1.4847 -0.6477 -0.2313 0.5 2.7 1.0 -0.1641
H -0.3275 -0.3980 1.5403 0.0 0.0 -0.4 0.2295
H 0.7007 -0.2193 -1.2988 0.2 0.1 0.5 0.4695
H 1.6366 -0.3426 0.1086 -0.2 0.1 -0.3 0.4680
H 0.9139 1.1147 -0.2967 0.0 -0.4 -0.1 0.4577
```
Positions in Å, forces in eV/Å.

Computed properties:
* strongest force on any atom: 3.642 eV Å⁻¹
* net charge: +1
* <S²>: 2.018
* ΔE to the lowest compared entry with this formula, charge and spin: 10.7 kcal per mole
* electronic energy: -6672.3381 eV
* multiplicity: 3



Molecular formula: CH4NO2PS
Method: DFT, the ωB97M-V functional and the def2-TZVPD basis

```
10
Properties=species:S:1:pos:R:3:forces:R:3:nbo_charge:R:1
C -1.3480 -1.0131 0.2092 -1.1 0.9 0.4 0.6472
N 1.4170 0.3309 -0.8283 -0.2 1.9 -3.0 -1.1382
O -1.9198 -0.1041 -0.3208 0.5 0.1 -0.2 -0.5732
O -0.4953 -0.9615 1.2143 0.9 -0.5 0.4 -0.6953
P 0.8979 1.9145 -0.9344 0.1 -0.7 -1.0 0.8819
S 0.3001 2.3018 0.8151 -0.1 0.6 1.1 -0.5083
H -1.5436 -2.0361 0.0537 -0.5 -1.6 -0.8 0.1025
H 1.4433 -0.0040 0.0537 0.2 -1.7 3.2 0.3816
H 1.3570 -0.3381 -1.5696 0.3 -0.1 -0.4 0.4076
H -0.1086 -0.0905 1.3070 -0.2 1.2 0.3 0.4942
```
Positions in Å, forces in eV/Å.

Computed properties:
* strongest force on any atom: 3.633 eV Å⁻¹
* structure (SMILES): NP=S.O=CO
* ΔE to the lowest compared entry with this formula, charge and spin: 8.7 kcal per mole
* electronic energy: -26811.3993 eV
* multiplicity: 1



Molecular formula: CH4NO2SSi
Method: DFT, the ωB97M-V functional and the def2-TZVPD basis

```
10
Properties=species:S:1:pos:R:3:forces:R:3:nbo_charge:R:1
C 0.5364 -2.1496 -1.3094 1.2 2.6 0.6 0.6554
N 0.4179 1.1515 -0.6845 0.0 0.5 0.0 -1.3112
O 0.1659 -2.3280 -2.4514 -0.7 -0.5 -0.5 -0.7216
O 1.5451 -2.5138 -0.6731 -0.6 -0.6 -0.2 -0.7666
Si -0.2634 -0.3567 -0.2141 -0.3 -3.2 0.6 1.0152
S 0.3319 -1.2547 1.7485 -0.5 1.0 0.1 -0.6423
H 1.3572 0.9838 -1.0147 0.1 0.3 -0.1 0.3915
H 0.3591 2.0326 -0.1716 0.0 -0.6 -0.2 0.3831
H -1.7683 -0.3388 -0.0168 0.4 0.6 -0.2 -0.2224
H 1.0848 -2.1100 1.0356 0.3 -0.1 -0.2 0.2190
```
Positions in Å, forces in eV/Å.

Computed properties:
* strongest force on any atom: 3.264 eV Å⁻¹
* structure (SMILES): N[Si@H](S)C(=O)[O-]
* net charge: -1
* ΔE to the lowest compared entry with this formula, charge and spin: 30.3 kcal per mole
* electronic energy: -25402.4958 eV
* multiplicity: 1



Molecular formula: CH4NO2Si
Method: DFT, the ωB97M-V functional and the def2-TZVPD basis

```
9
Properties=species:S:1:pos:R:3:forces:R:3:nbo_charge:R:1
C 3.5402 -0.1297 0.3087 0.4 -2.1 0.2 0.4309
N -2.0486 0.7317 0.1798 0.3 -0.4 -0.3 -1.4534
O 4.1335 -0.9682 0.9522 0.2 1.8 -1.4 -0.5662
O 3.7177 0.5694 -0.9101 0.8 -1.7 1.3 -0.8037
Si 2.0775 0.6413 -0.3020 -0.1 3.0 0.5 1.1535
H -2.0218 -0.0422 -0.5182 -0.1 0.4 0.6 0.2663
H -2.5745 0.3364 0.9754 0.2 0.0 -0.3 0.2722
H 2.2098 2.0887 0.1147 -1.1 -0.6 -0.1 -0.1704
H 1.0325 0.0708 -1.0749 -0.6 -0.3 -0.5 -0.1292
```
Positions in Å, forces in eV/Å.

Computed properties:
* strongest force on any atom: 3.025 eV Å⁻¹
* net charge: -1
* ΔE to the lowest compared entry with this formula, charge and spin: 101.6 kcal per mole
* electronic energy: -14562.1221 eV
* multiplicity: 1



Molecular formula: CH4NO3
Method: DFT, the ωB97M-V functional and the def2-TZVPD basis

```
9
Properties=species:S:1:pos:R:3:forces:R:3:nbo_charge:R:1
C 0.4394 -0.1420 0.0889 -1.3 -4.0 -2.0 0.8087
N -0.9554 0.5443 0.0524 3.4 2.5 0.5 -0.7579
O 1.3730 0.5161 0.7285 0.4 0.1 1.4 -0.1962
O 1.5006 0.3174 -0.7403 -2.1 -0.3 0.5 -0.1816
O 0.1338 -1.5980 0.0840 0.9 4.9 0.4 -0.6501
H -0.9538 1.0178 -0.8742 -0.4 -0.2 0.4 0.4721
H -0.7515 1.3663 0.7916 -1.6 -2.2 -1.6 0.4969
H -1.7575 -0.0985 0.1243 0.3 0.3 0.5 0.4922
H 0.9714 -1.9234 -0.2552 0.4 -0.9 -0.1 0.5159
```
Positions in Å, forces in eV/Å.

Computed properties:
* strongest force on any atom: 4.975 eV Å⁻¹
* structure (SMILES): [NH3+]C1(O)OO1
* net charge: +1
* ΔE to the lowest compared entry with this formula, charge and spin: 33.5 kcal per mole
* electronic energy: -8722.6052 eV
* multiplicity: 1



Molecular formula: CH4NO3
Method: DFT, the ωB97M-V functional and the def2-TZVPD basis

```
9
Properties=species:S:1:pos:R:3:forces:R:3:nbo_charge:R:1
C -1.3582 0.1023 -0.2106 -4.9 -0.4 1.4 -0.5754
N -0.0900 -0.4014 -0.2349 4.8 0.1 -0.9 0.4299
O 0.5816 -1.1981 -0.7528 -2.5 0.6 0.4 -0.0194
O 2.3572 0.2789 0.0808 0.3 -0.4 -1.0 -0.2291
O 1.2650 0.7950 0.4913 -1.5 0.3 0.6 -0.0796
H -1.4628 1.1734 -0.0372 1.2 0.3 -0.3 0.3264
H -1.7485 -0.2190 0.8365 0.6 0.0 -1.2 0.3442
H -2.2149 -0.1771 -0.9215 1.9 -0.3 0.4 0.3131
H 2.6705 -0.3539 0.7482 0.2 -0.1 0.5 0.4898
```
Positions in Å, forces in eV/Å.

Computed properties:
* strongest force on any atom: 5.134 eV Å⁻¹
* net charge: +1
* ΔE to the lowest compared entry with this formula, charge and spin: 128.6 kcal per mole
* electronic energy: -8718.4810 eV
* multiplicity: 1



Molecular formula: CH4NO3P
Method: DFT, the ωB97M-V functional and the def2-TZVPD basis

```
10
Properties=species:S:1:pos:R:3:forces:R:3:nbo_charge:R:1
C -1.7895 -1.0187 0.8819 -2.4 -3.1 -3.1 0.6574
N 2.6330 0.3353 -1.5166 -0.1 -1.9 -1.2 -1.0812
O -2.2128 1.8682 1.5992 -1.1 1.3 1.4 -1.0250
O -2.5185 -0.3566 0.0843 -0.7 0.8 -0.2 -0.6920
O -0.8919 -0.4066 1.4071 2.8 0.8 2.3 -0.6466
P -1.4916 1.2806 0.5145 0.6 -1.5 -1.3 1.5444
H 2.0496 -0.5250 -1.3673 1.1 1.3 -0.1 0.3613
H -1.9896 -2.1663 0.8108 0.7 1.8 1.0 0.1621
H 2.5977 0.9165 -0.7220 -0.1 0.6 1.1 0.3566
H 3.6137 0.0727 -1.6919 -0.9 0.0 0.2 0.3630
```
Positions in Å, forces in eV/Å.

Computed properties:
* strongest force on any atom: 5.040 eV Å⁻¹
* ΔE to the lowest compared entry with this formula, charge and spin: 34.2 kcal per mole
* electronic energy: -18023.3365 eV
* multiplicity: 1



Molecular formula: CH4NO3S
Method: DFT, the ωB97M-V functional and the def2-TZVPD basis

```
10
Properties=species:S:1:pos:R:3:forces:R:3:nbo_charge:R:1
C -1.1541 -1.0884 0.4443 2.0 -1.4 -1.6 -1.0981
N 0.4313 1.5980 -0.8161 1.9 0.6 3.0 -0.5649
O 0.9135 0.2876 1.4659 -1.3 -1.9 -2.4 -1.0090
O 1.4656 -1.7670 0.3041 1.4 -2.7 -1.1 -0.9561
O 0.9154 0.3297 -1.1347 -0.2 -1.9 1.2 -0.6013
S 0.5376 -0.7222 0.3581 -1.8 5.1 2.5 2.1792
H -1.4422 -1.6056 -0.5186 0.4 0.3 1.0 0.1872
H -1.6938 -0.1860 0.5534 -0.4 1.1 0.3 0.1894
H -0.5468 1.6049 -0.9621 -1.5 -0.3 -0.2 0.3012
H 0.5735 1.5490 0.3058 -0.4 0.9 -2.7 0.3724
```
Positions in Å, forces in eV/Å.

Computed properties:
* strongest force on any atom: 5.919 eV Å⁻¹
* structure (SMILES): C=[S@@](=O)([O-])ON
* net charge: -1
* ΔE to the lowest compared entry with this formula, charge and spin: 82.0 kcal per mole
* electronic energy: -19567.1777 eV
* multiplicity: 1